(1)
C39H50BrCsGeN6O7S as an isolated structure in a non-equilibrium geometry. Source: the Open Molecules 2025 dataset; level of theory: ωB97M-V/def2-TZVPD.

Geometry as XYZ:
```
106
Properties=species:S:1:pos:R:3:forces:R:3:mulliken_charge:R:1
Cs -0.314531 -0.147275 0.555906 0.160 0.046 -0.901 1.549
N -1.630570 -3.215918 5.442836 -0.092 0.247 0.528 -0.534
C -0.958938 -3.443983 4.227978 0.467 -0.246 -0.522 0.151
S -1.641388 -4.648352 3.222084 -0.348 -0.366 -0.610 -0.600
N 0.131258 -2.784934 4.081258 -0.148 0.221 2.243 -0.878
N 0.919148 -2.663383 3.037982 0.177 0.325 -1.834 0.839
C 2.143546 -3.024677 3.059369 -0.873 -0.456 1.120 -1.018
C 3.134063 -2.695214 2.075025 0.375 0.129 -0.746 1.239
C 4.433169 -3.154517 2.290460 -0.249 0.017 0.051 -0.613
C 5.467225 -2.915995 1.407094 0.533 -0.057 -0.117 -0.754
C 5.190996 -2.235361 0.224346 0.329 -0.105 0.031 -0.345
C 3.925569 -1.775888 -0.027876 -0.269 0.059 -0.136 -0.607
C 2.840820 -1.917144 0.893276 0.777 -0.367 0.075 -0.473
O 1.729098 -1.371321 0.655913 1.739 -0.955 -0.145 -0.564
H -2.631559 -3.325117 5.357467 0.157 -0.053 -0.112 0.198
H -1.356642 -2.338830 5.868549 -0.021 0.027 -0.091 0.293
H 2.511985 -3.638211 3.896536 -0.064 0.172 0.137 0.122
H 4.636806 -3.733650 3.188232 -0.087 0.064 0.034 0.283
H 6.471205 -3.262700 1.622729 0.002 -0.050 -0.002 0.330
H 5.979652 -2.071065 -0.504860 0.036 -0.014 -0.020 0.367
H 3.698884 -1.267355 -0.957472 -0.056 0.097 -0.072 0.445
C -0.637487 4.870657 -1.089626 -0.347 -0.287 0.052 -1.376
C -1.879457 3.951998 -1.062081 -0.059 0.674 -0.562 1.747
C -3.134871 4.844480 -0.980323 0.245 -0.223 0.074 -2.028
C -1.963358 3.150407 -2.369834 0.008 0.124 0.324 -1.443
O -1.747664 3.132865 0.036755 -0.286 -1.166 0.913 -0.045
Ge -3.117157 1.897015 0.766391 0.627 -0.030 -0.208 -0.860
O -1.935794 1.066585 2.056260 -1.542 0.992 -0.204 -0.043
C -1.627889 1.545303 3.325567 -0.167 0.424 1.270 1.087
C -0.556027 2.645012 3.255597 -0.241 -0.236 -0.160 -0.722
C -1.096391 0.377002 4.171813 -0.256 0.229 -0.422 -1.413
C -2.879403 2.114109 4.022988 0.173 -0.124 -0.300 -2.025
O -2.746813 0.494327 -0.514809 -0.396 1.184 0.254 0.226
C -3.608293 -0.502364 -0.953304 -0.745 -0.512 -0.355 1.910
C -3.181367 -1.857007 -0.368531 -0.107 0.396 -0.041 -1.369
C -3.528133 -0.575904 -2.491081 0.050 0.171 0.400 -1.622
C -5.070375 -0.241468 -0.547592 0.350 0.068 -0.047 -2.075
H -0.655622 5.552643 -1.939109 0.015 0.083 -0.136 0.368
H 0.257759 4.255162 -1.133788 0.142 -0.064 -0.022 -0.126
H -0.607085 5.449180 -0.167671 0.031 0.063 0.096 0.465
H -3.188121 5.519924 -1.834875 -0.046 0.073 -0.076 0.423
H -3.115265 5.425999 -0.061738 -0.010 0.099 0.139 0.370
H -4.020071 4.213335 -0.965599 -0.178 -0.011 -0.010 0.430
H -1.956732 3.804879 -3.242169 0.014 0.078 -0.111 0.526
H -2.879685 2.568786 -2.363812 -0.129 -0.158 -0.075 0.176
H -1.137357 2.451889 -2.422924 0.171 -0.197 -0.059 0.246
H 0.424507 2.196252 3.113809 0.149 0.066 -0.061 0.061
H -0.539351 3.234176 4.172689 0.069 0.018 0.127 0.422
H -0.792228 3.294391 2.415841 0.030 0.190 -0.116 -0.055
H -0.255623 -0.097258 3.673735 0.145 -0.131 0.079 0.111
H -1.880178 -0.367622 4.297408 -0.030 -0.157 0.011 0.422
H -0.774313 0.724130 5.154402 0.059 0.037 0.043 0.421
H -3.198891 3.023272 3.518155 -0.110 0.213 0.007 0.430
H -2.675261 2.332214 5.070416 0.020 0.062 0.097 0.448
H -3.691847 1.392495 3.956898 -0.087 -0.101 0.046 0.348
H -2.136872 -2.041658 -0.599181 0.088 -0.194 -0.075 -0.200
H -3.783988 -2.665647 -0.779249 -0.040 -0.129 0.009 0.461
H -3.293625 -1.840397 0.713405 0.049 -0.111 0.140 0.254
H -2.492561 -0.728189 -2.778154 0.149 -0.035 -0.094 0.176
H -3.874839 0.359642 -2.929554 -0.051 0.087 -0.037 0.399
H -4.133738 -1.395995 -2.871421 -0.094 -0.127 -0.094 0.399
H -5.137843 -0.206313 0.537812 -0.135 -0.046 0.128 0.443
H -5.727183 -1.024828 -0.926412 -0.038 -0.072 -0.011 0.436
H -5.399327 0.723614 -0.932820 -0.074 0.071 -0.060 0.435
C 1.483105 1.890440 -3.130796 0.233 0.437 -0.112 -0.857
O 0.811820 0.671855 -2.971821 -0.163 -0.959 -0.274 0.451
C 1.019654 -0.300669 -3.902275 0.313 0.828 -0.180 0.245
C 1.718651 -0.099275 -5.091637 -0.399 -0.151 0.598 -0.466
C 1.859618 -1.167311 -5.966087 0.217 -0.111 -0.459 -0.714
Br 2.811814 -0.869410 -7.600232 -0.064 -0.028 0.099 -0.283
C 1.349694 -2.412162 -5.717752 -0.245 -0.015 0.389 -0.807
C 0.635330 -2.635434 -4.522450 0.585 1.553 -0.185 1.171
C 0.463383 -1.560144 -3.611859 -0.384 -0.895 0.019 -0.179
O -0.236445 -1.694201 -2.489122 0.286 0.175 -0.167 -0.410
C 0.093170 -3.917319 -4.200357 -0.768 -1.446 0.528 -0.192
N -0.595118 -4.181345 -3.097321 0.638 0.958 -0.579 -0.169
C -0.909092 -5.503758 -3.130136 0.015 -0.985 -0.506 0.137
C -1.591163 -6.295895 -2.208390 0.095 0.051 -0.149 -0.879
C -1.759040 -7.633635 -2.516063 -0.142 0.041 0.282 -0.567
C -1.274556 -8.184800 -3.699273 0.228 0.050 -0.403 -0.393
C -0.586979 -7.413687 -4.628226 -0.071 -0.328 -0.006 -0.967
C -0.406317 -6.077790 -4.325547 -0.383 0.052 0.667 0.560
N 0.219681 -5.052081 -4.986057 0.097 0.712 0.183 -0.052
H 1.118116 2.451378 -4.002487 -0.014 -0.090 0.067 0.419
H 2.566652 1.746483 -3.222520 -0.095 -0.047 0.024 0.719
H 1.277200 2.464452 -2.229766 0.023 -0.023 -0.040 -0.328
H 2.126885 0.864415 -5.349032 0.032 0.035 0.061 0.564
H 1.480209 -3.204477 -6.438507 0.068 -0.022 -0.059 0.480
H -0.518810 -2.646094 -2.412268 -0.033 0.070 0.131 0.966
H -1.950764 -5.874770 -1.283217 -0.039 0.068 0.127 0.596
H -2.274035 -8.278769 -1.816675 -0.010 0.035 0.044 0.394
H -1.426234 -9.238176 -3.897235 -0.005 -0.002 -0.003 0.367
H -0.204219 -7.844285 -5.543966 0.016 -0.042 -0.031 0.361
H 0.713807 -5.121980 -5.856727 0.000 0.042 0.057 0.196
O 2.719931 1.846780 2.897678 -0.335 -0.292 0.951 -0.749
N 3.050910 2.083585 1.712724 0.348 0.308 -0.504 0.679
C 3.901482 1.267336 1.050223 0.260 -0.472 -0.129 -0.563
C 4.380077 1.592294 -0.194897 -0.059 0.361 -0.229 -0.609
C 3.985184 2.769719 -0.813459 -0.035 -0.011 0.110 -0.377
C 3.061291 3.567224 -0.152527 0.228 -0.109 -0.159 -0.518
C 2.601403 3.198995 1.087356 -0.344 0.493 -0.145 -0.309
H 4.173512 0.354065 1.556207 -0.086 0.019 0.148 0.653
H 5.072757 0.922318 -0.676831 0.032 -0.188 0.043 0.482
H 4.372073 3.046641 -1.781388 0.038 0.038 -0.103 0.467
H 2.706289 4.493131 -0.581417 -0.096 0.011 -0.026 0.477
H 1.875876 3.780871 1.637284 0.057 -0.149 0.135 0.338
```
Positions in Å, forces in eV/Å.

Its LUMO energy is 3.06 eV. As for the frontier orbital gap: 3.963 eV. The charge is -2. For the largest force on an atom, the calculation gives 0.04392 hartree/bohr.

=====

(2)
A 2-piece molecular cluster, C20H26F2IN2O2S overall in a non-equilibrium geometry. Source: the Open Molecules 2025 dataset; level of theory: ωB97M-V/def2-TZVPD.

Geometry as XYZ:
```
54
Properties=species:S:1:pos:R:3:forces:R:3:mulliken_charge:R:1
C 4.399187 3.376149 0.534676 -0.624 -0.009 -0.388 -1.165
C 4.549310 1.851547 0.310118 0.544 1.326 -0.906 0.173
O 4.633778 1.077388 1.503153 -0.683 -0.678 -0.198 -0.338
C 3.412297 0.928912 2.132177 -1.230 0.482 1.137 0.453
O 2.921981 1.854248 2.738073 0.524 -0.292 -0.506 -0.581
C 2.655542 -0.432997 2.124347 1.607 0.882 -1.022 -0.169
C 3.138102 -1.302965 0.930398 -0.014 -0.753 0.424 -0.833
C 2.091800 -2.325338 0.391075 0.119 0.659 0.489 -0.918
C 0.692843 -1.748204 0.216454 0.301 -0.638 0.142 0.412
N -0.228247 -2.185189 1.043734 -0.073 0.734 -0.767 -0.546
C -1.485098 -1.673298 0.831747 0.329 -0.457 0.472 0.022
C -2.533605 -2.137784 1.665175 -0.747 -0.219 0.456 -0.541
C -3.819365 -1.680775 1.533559 0.507 0.621 -0.769 -0.873
C -4.095639 -0.710067 0.520388 -0.996 0.184 -0.607 1.125
C -5.512409 -0.136758 0.363334 0.109 0.196 1.367 -1.445
C -5.562184 1.224521 1.172130 0.613 -0.097 -0.950 -0.631
C -6.185789 2.403040 0.374925 0.169 0.122 0.825 -0.497
S -5.432342 3.966335 1.028626 -0.197 0.308 -0.048 -0.267
C -3.084555 -0.256069 -0.299247 0.368 -0.171 0.098 -1.001
I -3.456694 1.190809 -1.835379 0.251 -0.507 0.485 0.027
C -1.728825 -0.725135 -0.170597 -1.983 0.794 -0.512 0.903
N -0.799451 -0.238811 -1.052150 0.759 -1.524 1.497 -0.255
C 0.367694 -0.789066 -0.832511 1.237 0.541 -0.729 0.484
C 1.513142 -0.355463 -1.772182 -0.903 -0.319 -0.308 1.720
F 1.006933 0.670632 -2.594076 0.079 -0.124 0.436 -0.424
C 1.986569 -1.490893 -2.714052 0.527 0.923 -1.127 -0.255
C 2.570704 -0.815880 -4.003278 0.048 -0.121 0.307 -1.309
H 3.324534 3.615945 0.590121 0.462 0.075 0.371 0.276
H 4.768634 3.928247 -0.349276 0.012 -0.363 0.296 0.394
H 4.921661 3.752665 1.422713 -0.164 -0.296 -0.203 0.278
H 3.729549 1.538717 -0.362052 0.168 -0.190 0.491 -0.153
H 5.472598 1.698326 -0.273284 -0.202 -0.345 0.574 0.365
H 2.891390 -0.873742 3.106693 -0.287 -0.094 -0.395 0.417
H 1.594821 -0.154971 2.093229 0.274 -0.195 0.059 0.123
H 3.579153 -0.696266 0.124163 -0.342 -0.062 0.358 0.305
H 3.983547 -1.907022 1.306549 -0.257 0.215 -0.329 0.452
H 2.465222 -2.824298 -0.526095 -0.344 -0.311 0.430 0.169
H 2.018943 -3.124722 1.142991 -0.210 0.189 -0.439 0.510
H -2.370646 -2.895304 2.436119 0.511 0.272 -0.374 0.409
H -4.617590 -2.036180 2.187797 0.208 0.102 -0.265 0.364
H -5.803894 -0.002091 -0.684694 0.226 0.004 0.268 0.519
H -6.248830 -0.807873 0.834129 0.310 -0.028 -0.317 0.445
H -6.030869 1.067595 2.156654 -0.080 0.192 -0.423 0.410
H -4.521726 1.515949 1.390689 -0.369 -0.159 -0.104 0.420
H -5.983273 2.353133 -0.699082 -0.110 -0.163 0.349 0.279
H -7.263853 2.454737 0.582012 0.282 0.116 -0.366 0.318
H -4.863548 4.563052 -0.050583 -0.348 -0.603 0.110 0.115
H 2.313272 0.117356 -1.187660 -0.053 -0.338 -0.236 -1.345
H 1.139540 -2.125884 -3.012777 0.336 0.026 0.424 0.307
H 2.803308 -2.100839 -2.312251 -0.615 -0.032 0.283 0.282
H 3.192024 0.044389 -3.698388 -0.111 -0.316 -0.286 0.302
H 1.788608 -0.442158 -4.676404 0.189 -0.068 0.273 0.295
H 3.196644 -1.523233 -4.569107 -0.209 0.169 0.277 0.407
F 2.505101 -4.674416 -1.112822 0.085 0.343 -0.128 -0.934
```
Positions in Å, forces in eV/Å.

Its LUMO energy is 2.02 eV. As for the frontier orbital gap: 6.411 eV. The charge is -1. For the largest force on an atom, the calculation gives 0.04410 hartree/bohr.

=====

Computed E, in the same sequence as the records: -7440.63888; -1933.31962 a.u..